ORCA calculation (wB97M-V/def2-TZVPD) on a structure of composition C13H48Br3O15STl.

Last column: Mulliken charge in e.
Cartesian coordinates (Å):
Tl (-1.38, -3.41, 0.61)  0.73
Br (2.43, -2.48, -3.60)  -0.10
Br (2.07, -3.96, -0.83)  -0.10
Br (0.10, -0.62, 0.44)  0.42
S (1.09, 3.14, 3.91)  1.04
O (-3.07, 0.94, -1.90)  -0.61
O (1.97, 3.08, 2.61)  -0.38
O (-0.44, 2.86, -0.59)  -0.28
O (-0.32, 3.21, 3.53)  -0.57
O (-1.54, -1.89, 3.13)  -0.10
O (5.03, -1.29, 2.29)  -0.54
O (-1.41, -3.66, -2.18)  -0.29
O (-3.43, -1.66, -0.52)  -0.11
O (2.26, 0.69, -1.89)  -0.07
O (1.35, 1.45, -6.17)  -0.50
O (1.44, 1.67, 4.41)  -0.32
O (-0.89, -0.74, -2.58)  0.16
O (0.92, -3.23, 2.77)  -0.35
O (1.57, 4.11, 4.81)  -0.61
O (-2.25, 0.87, 3.25)  -0.52
C (4.39, -1.13, 1.03)  0.00
C (-0.59, 0.04, -3.72)  -0.93
C (2.37, 2.04, -5.33)  -0.31
C (-0.76, -4.35, -3.26)  -0.53
C (2.71, 2.03, -1.54)  -0.80
C (2.06, -3.31, 3.60)  -0.63
C (-4.66, -1.57, 0.27)  -0.79
C (-1.33, 3.80, -0.04)  -0.62
C (-3.03, 1.51, 2.27)  -0.41
C (-3.55, 1.79, -3.00)  -0.82
C (-1.80, -2.23, 4.46)  -0.75
C (1.99, 0.87, 3.35)  0.28
C (1.93, 1.79, 2.03)  0.68
H (2.10, -2.87, 4.61)  0.28
H (-2.65, -2.87, 4.50)  0.30
H (5.05, -1.54, 0.25)  0.39
H (-3.65, 1.18, -3.89)  0.31
H (0.02, 0.94, -3.49)  0.17
H (-1.11, 4.73, -0.58)  0.29
H (5.99, -1.27, 2.23)  0.29
H (1.73, 0.31, -1.18)  -0.11
H (-0.05, -0.51, -4.51)  0.24
H (0.68, -2.38, 2.34)  0.06
H (1.02, 1.66, 1.44)  -0.48
H (2.71, 1.77, 1.28)  -0.06
H (-0.12, -0.71, -1.99)  -0.21
H (2.92, -2.80, 3.14)  0.08
H (-1.50, 0.37, -4.16)  0.47
H (-2.89, 2.65, -3.17)  0.28
H (-4.02, 1.10, 2.42)  0.34
H (-5.43, -1.10, -0.29)  0.34
H (1.83, 2.65, -1.32)  0.32
H (-0.89, -5.43, -3.14)  0.26
H (-3.34, -0.84, -0.99)  0.23
H (-4.49, 2.17, -2.66)  0.29
H (-1.24, -4.17, -4.20)  0.29
H (2.67, 3.00, -5.64)  0.39
H (-2.18, 0.57, -2.09)  0.23
H (3.42, -1.67, 1.11)  -0.10
H (1.77, 1.26, -6.99)  0.27
H (3.09, 0.67, 3.62)  0.22
H (-4.46, -1.07, 1.22)  0.20
H (-2.03, -1.31, 5.08)  0.24
H (1.90, 2.09, -4.34)  -0.12
H (-0.57, 2.02, -0.14)  0.02
H (-2.34, 3.47, -0.22)  0.23
H (3.33, 1.50, -5.27)  0.28
H (2.34, -4.37, 3.67)  0.31
H (-2.71, 1.20, 1.28)  -0.04
H (-1.51, 1.43, 3.44)  0.24
H (-1.18, -2.74, -2.48)  0.25
H (1.47, -0.10, 3.28)  -0.11
H (3.39, 2.04, -0.65)  0.24
H (-1.10, 4.03, 1.01)  0.16
H (-5.03, -2.54, 0.54)  0.32
H (-3.02, 2.60, 2.35)  0.32
H (0.30, -4.09, -3.26)  0.04
H (3.23, 2.51, -2.35)  0.34
H (-1.90, -1.00, 2.94)  0.28
H (4.19, -0.13, 0.72)  -0.02
H (-0.98, -2.79, 4.90)  0.19

Its largest force on an atom is 2.705 eV/A. As for the relative energy (zero: lowest compared OMol25 entry of this formula, charge and spin): 0.000 eV. The value obtained for the frontier orbital gap is 4.27 eV. Its total charge is 0.

ORCA calculation (wB97M-V/def2-TZVPD) on a structure of composition C13H48FeN22O13.

Last column: Löwdin spin population.
Cartesian coordinates (Å):
Fe (3.03, -0.21, -0.23)  3.77
O (0.05, -5.56, 0.37)  0.00
O (4.25, -1.63, 0.93)  0.03
O (1.40, -0.94, 0.75)  0.06
O (-4.04, -0.96, 3.77)  0.00
O (3.00, -1.42, -1.95)  0.03
O (1.48, 5.61, -2.17)  0.00
O (2.04, 4.07, 0.49)  0.00
O (1.90, 3.07, -4.39)  0.00
O (1.14, -0.77, 5.68)  0.00
O (1.76, 1.17, -1.51)  0.07
O (-5.26, -3.46, -0.01)  0.00
O (-3.66, 0.95, 1.01)  0.00
O (-1.94, -4.12, -2.28)  0.00
N (1.34, 2.85, 2.26)  0.00
N (-2.29, 2.61, 0.42)  0.00
N (0.27, -3.56, 1.45)  0.00
N (2.22, -0.77, -4.00)  0.00
N (0.47, -0.13, 3.64)  0.00
N (-0.33, 3.25, -4.39)  0.00
N (-2.44, -1.41, 5.17)  0.00
N (1.46, -3.98, -0.26)  0.00
N (4.23, -3.88, 1.45)  0.00
N (2.82, -2.81, -3.76)  0.00
N (-2.28, 1.89, 2.47)  0.00
N (-0.61, 5.09, -1.52)  0.00
N (-3.82, -1.87, -0.02)  0.00
N (-0.27, 7.08, -1.95)  0.00
N (0.76, 4.24, -5.94)  0.00
N (5.66, -2.48, 2.42)  0.00
N (-2.07, -1.60, 3.03)  0.00
N (-2.15, -2.00, -2.51)  0.00
N (1.41, -1.90, 3.80)  0.00
N (-0.74, -2.96, -3.72)  0.00
N (-5.64, -1.58, 1.09)  0.00
N (0.01, 4.24, 1.21)  0.00
C (-2.88, -1.27, 4.00)  0.00
C (2.73, -1.66, -3.11)  0.00
C (0.31, 5.93, -1.84)  0.00
C (-1.58, -3.08, -2.73)  0.00
C (0.47, -4.47, 0.50)  0.00
C (-4.91, -2.41, 0.30)  0.00
C (0.36, -0.09, 0.35)  0.01
C (0.86, 3.45, -4.90)  0.00
C (-2.79, 1.75, 1.27)  0.00
C (1.16, 3.73, 1.28)  0.00
C (4.68, -2.62, 1.55)  0.00
C (1.09, -0.91, 4.48)  0.00
C (0.46, 0.91, -0.90)  0.01
H (-1.82, -1.18, -3.01)  0.00
H (-0.03, -3.66, -3.91)  0.00
H (1.77, -3.02, -0.13)  0.00
H (0.58, -2.62, 1.26)  0.00
H (0.15, 7.99, -1.83)  0.00
H (-0.04, 0.48, -1.77)  0.00
H (0.15, 0.63, 1.14)  0.00
H (-2.77, 2.69, -0.46)  0.00
H (0.76, 2.52, 3.01)  0.00
H (-1.38, 3.04, 0.53)  0.00
H (-0.32, 4.15, -1.32)  0.00
H (2.25, -1.09, -4.96)  0.00
H (0.54, -0.44, 2.68)  0.00
H (-3.00, -1.23, 5.99)  0.00
H (4.50, -4.63, 2.08)  0.00
H (2.19, 0.18, -3.67)  0.00
H (-0.54, -1.99, -3.95)  0.00
H (-5.16, -0.74, 1.37)  0.00
H (-1.46, -1.64, 5.19)  0.00
H (-0.26, -3.80, 2.27)  0.00
H (1.48, -1.72, 2.81)  0.00
H (-1.11, -1.73, 3.33)  0.00
H (2.42, -2.98, -4.67)  0.00
H (-0.20, 0.55, 3.97)  0.00
H (-0.18, 1.79, -0.86)  0.00
H (5.97, -3.16, 3.11)  0.00
H (2.25, 2.45, 2.39)  0.00
H (1.76, -4.50, -1.07)  0.00
H (-2.60, 1.35, 3.26)  0.00
H (-0.49, 4.14, 2.08)  0.00
H (-0.60, -0.60, 0.35)  0.00
H (3.31, -3.60, -3.37)  0.00
H (-0.18, 4.59, -6.11)  0.00
H (-1.27, 6.98, -1.97)  0.00
H (-6.56, -1.80, 1.43)  0.00
H (2.16, -2.43, 4.22)  0.00
H (-1.26, 3.57, -4.65)  0.00
H (-3.11, -2.58, -0.18)  0.00
H (-1.52, 5.16, -1.97)  0.00
H (1.52, 4.32, -6.60)  0.00
H (-3.52, -1.05, 0.49)  0.00
H (-0.20, 4.89, 0.47)  0.00
H (-1.39, 2.38, 2.54)  0.00
H (-2.27, -1.85, 2.07)  0.00
H (6.11, -1.60, 2.25)  0.00
H (-0.17, 2.57, -3.67)  0.00
H (-3.04, -2.19, -2.08)  0.00
H (3.42, -3.98, 0.86)  0.00

Its largest force on an atom is 9.180 eV/A. As for the spin multiplicity: 5. The value obtained for the frontier orbital gap (alpha / beta) is 7.70 / 7.58 eV. The expectation value of S² is 6.01. Its total charge is 0.

ORCA calculation (wB97M-V/def2-TZVPD) on a structure of composition C13H4BrCl4CuIO2S.

Last column: Löwdin spin population.
Cartesian coordinates (Å):
I (-0.24, 2.17, 1.14)  0.10
Br (-0.93, 6.00, 1.67)  0.01
Cu (-0.18, -1.36, 1.65)  0.06
Cl (-3.35, -4.88, 0.42)  0.00
Cl (1.29, -7.60, -0.27)  0.00
Cl (2.90, -4.99, 0.45)  0.00
Cl (-1.83, -7.55, -0.29)  0.00
S (-0.03, 0.59, 4.11)  0.33
O (1.14, -2.70, 1.14)  0.01
O (-1.52, -2.65, 1.10)  0.01
C (-0.22, 5.45, -0.04)  0.02
C (-0.12, 0.24, 2.55)  0.26
C (-0.10, 4.11, -0.34)  0.18
C (-0.94, -6.11, 0.11)  0.00
C (0.64, 6.13, -2.16)  -0.01
C (0.52, -3.79, 0.81)  0.00
C (0.77, 4.79, -2.51)  0.01
C (-1.62, -4.93, 0.44)  0.00
C (-0.94, -3.76, 0.79)  0.00
C (0.13, 6.47, -0.91)  0.01
C (1.16, -4.98, 0.46)  0.00
C (0.44, -6.14, 0.12)  0.00
C (0.40, 3.80, -1.60)  0.01
H (0.93, 6.91, -2.86)  0.00
H (1.16, 4.52, -3.48)  0.00
H (0.01, 7.51, -0.63)  0.00
H (0.50, 2.76, -1.87)  0.00

Its largest force on an atom is 1.034 eV/A. As for the relative energy (zero: lowest compared OMol25 entry of this formula, charge and spin): 0.039 eV. As for the spin multiplicity: 2. The value obtained for the frontier orbital gap (alpha / beta) is 5.19 / 5.43 eV. The expectation value of S² is 0.77. Its total charge is -2.